This record from OMol25 describes C28H33Br43F10O3P as an isolated structure in a non-equilibrium geometry. The level of theory is ωB97M-V/def2-TZVPD.

LUMO energy ... 0.59 eV
M ... 4074.39 g mol⁻¹
HOMO level ... -5.65 eV
Net charge ... -1

Last column: Mulliken charge in e.
Atoms and positions in Å:
C: 2.20965 5.10715 4.40243  -0.881
C: 1.72058 3.64421 4.85662  -0.235
C: 0.99995 2.80340 3.65248  0.129
C: 1.87033 1.49536 3.36746  -0.834
P: 1.60299 0.65718 1.64345  1.861
C: -0.18329 1.30655 1.47764  -1.481
C: -1.04819 0.54749 0.31770  0.450
C: -2.55957 0.29139 0.86279  -0.396
Br: -1.30806 1.70670 -1.30707  -0.180
C: 1.02785 -1.02040 2.46091  -0.661
O: -0.02039 -1.20058 3.11714  -0.316
C: 1.98148 -2.36459 2.31824  0.600
F: 1.41378 -3.41330 3.12531  -0.353
F: 3.29418 -2.16795 2.88802  -0.277
C: 2.03245 -2.94065 0.82339  0.473
F: 1.83905 -4.36529 0.90106  -0.332
F: 1.00082 -2.46838 -0.01728  -0.159
C: 3.42789 -2.75076 0.06023  0.890
F: 4.01940 -1.49164 0.21633  -0.136
F: 4.34057 -3.81196 0.35653  -0.299
C: 3.10357 -2.89516 -1.52856  0.040
O: 2.56918 -3.88851 -2.03308  -0.498
O: 3.46944 -1.80274 -2.38330  -0.339
C: 2.42246 2.06057 0.63746  0.684
F: 1.60015 2.80780 -0.24471  -0.331
F: 3.29210 1.36074 -0.32014  -0.378
C: 3.47666 3.00891 1.35904  0.660
F: 4.04090 3.82366 0.29316  -0.355
F: 4.62223 2.30566 1.86019  -0.177
H: 3.36091 5.13189 4.47793  0.161
H: 1.74929 5.96119 5.01584  0.220
H: 1.98775 5.31718 3.28924  0.277
H: 0.94812 3.80694 5.69216  0.322
H: 2.62477 3.04628 5.20112  0.230
H: -0.08294 2.57886 3.96216  0.046
H: 0.93921 3.52186 2.76689  0.086
H: 1.44607 0.70635 4.10439  0.485
H: 2.96925 1.56320 3.67290  -0.485
H: 1.42223 -0.03528 0.37130  -0.186
H: 2.95721 0.12045 1.80385  0.025
H: -0.30983 2.40975 1.26813  0.632
H: -0.82812 1.13736 2.42212  -0.023
H: -0.64887 -0.48675 0.07211  -0.090
H: -2.59002 0.01427 1.96621  -0.226
H: -3.22218 1.21996 0.72482  0.074
H: -3.00467 -0.61276 0.30081  0.326
H: 2.63952 -1.38318 -2.72620  0.316
H: 3.06365 3.76806 2.08836  -0.355
C: 5.16112 -1.25846 -5.71390  -0.166
Br: 3.86060 -1.94776 -6.97689  0.073
Br: 6.97872 -1.51539 -6.33960  -0.037
Br: 4.80942 0.59276 -5.25767  -0.034
H: 5.05445 -1.83769 -4.79791  0.140
C: 3.39585 1.81119 -8.87577  0.236
Br: 1.53771 2.33517 -8.69422  -0.010
Br: 3.70245 0.79758 -10.50045  -0.010
Br: 4.59085 3.33206 -8.73915  -0.028
H: 3.62363 1.15092 -8.04002  -0.207
C: 2.54601 -5.03200 -9.88747  0.091
Br: 1.57614 -6.60184 -9.29224  -0.033
Br: 1.62234 -3.39368 -9.41390  0.112
Br: 4.37987 -5.03506 -9.25809  -0.031
H: 2.58263 -5.07367 -10.97393  -0.114
C: -2.54176 -2.64361 -10.20532  -0.306
Br: -4.39782 -2.11570 -10.01936  -0.035
Br: -2.24269 -3.66192 -11.82980  0.006
Br: -1.34431 -1.12438 -10.07323  -0.002
H: -2.31286 -3.30307 -9.37009  0.343
C: -2.78394 4.98247 3.43444  -0.349
Br: -4.63451 5.53163 3.62622  -0.034
Br: -2.50780 3.92657 1.83251  0.134
Br: -1.57016 6.49294 3.52035  -0.043
H: -2.55306 4.34052 4.28254  0.354
C: -7.50627 3.75686 1.32778  0.437
Br: -8.19209 4.23126 3.07966  -0.029
Br: -5.95282 2.60426 1.45001  0.140
Br: -8.88475 2.99324 0.19684  -0.060
H: -7.18035 4.68118 0.85234  -0.432
C: 2.02863 -7.09099 3.52798  0.582
Br: 1.85084 -8.17450 1.93264  -0.036
Br: 0.50752 -7.29936 4.71021  -0.028
Br: 3.70496 -7.42059 4.44551  -0.020
H: 2.04141 -6.05095 3.20444  -0.511
C: 6.24399 0.72875 5.03808  -0.425
Br: 8.04890 0.14492 4.63074  -0.067
Br: 6.02156 2.63331 4.74530  -0.065
Br: 4.91612 -0.31865 4.08689  0.217
H: 6.08586 0.55274 6.10003  0.412
C: -0.64493 -4.23927 -3.84460  -0.378
Br: 0.59832 -3.85007 -5.27886  0.086
Br: -0.85463 -2.72382 -2.65637  0.021
Br: -2.35053 -4.87642 -4.51471  -0.078
H: -0.21107 -5.04711 -3.25833  0.334
C: -7.53070 8.36162 0.60093  -0.351
Br: -7.92406 8.53921 2.49123  -0.016
Br: -6.29277 6.90977 0.25743  -0.029
Br: -9.14554 8.19741 -0.46004  -0.017
H: -7.03743 9.28042 0.29038  0.374
C: 0.21380 -4.41137 -14.77741  0.146
Br: 0.04195 -6.13380 -15.65129  -0.009
Br: 1.75069 -4.35274 -13.59698  0.046
Br: 0.23136 -2.95291 -16.05423  -0.004
H: -0.66955 -4.27990 -14.15603  -0.218
C: -3.68485 -1.77408 4.82042  -0.213
Br: -3.05953 0.06295 4.87369  0.073
Br: -4.43919 -2.23390 3.09686  -0.020
Br: -2.29937 -3.02062 5.35108  -0.020
H: -4.48750 -1.85825 5.55090  0.154
C: -4.44449 -2.55571 8.71277  -0.148
Br: -4.75945 -3.83481 10.13584  -0.033
Br: -6.02045 -1.48709 8.34016  -0.061
Br: -2.89465 -1.44898 9.06770  0.028
H: -4.22716 -3.12822 7.81212  0.174
C: -4.79912 2.30966 10.27568  -0.073
Br: -3.01037 2.38319 9.53311  0.001
Br: -4.79143 2.55480 12.19946  -0.025
Br: -5.99618 3.55507 9.39481  -0.002
H: -5.18259 1.30888 10.08341  0.096